1.
9
Properties=species:S:1:pos:R:3:forces:R:3 method="wB97M-V/def2-TZVPD" orbital_gap_ev=10.112 e_tot_ha=-354.43662 largest_force_ev_per_a=1.9 total_charge=0 multiplicity=1 homo_energy_ev=-9.72 relative_energy_kj_mol=648.3
C 0.208417 -0.591963 0.256265 -0.6512 -0.0341 0.1892
N 1.599851 0.945706 -0.877865 0.9889 0.5613 -1.4509
N 1.020083 0.138103 -0.193614 -0.6868 0.0787 0.4119
N -3.013348 -0.019481 -0.037665 1.8540 -0.2117 0.1196
O -3.363241 0.834005 0.733123 -0.3170 0.3868 0.3393
O -3.685515 -0.644168 -0.809380 -0.5314 -0.3613 -0.4453
H -1.954595 -0.242262 -0.031231 -0.9268 0.2510 -0.0046
H 0.173192 -1.558954 0.683531 0.3440 -0.5629 0.2642
H 2.056470 1.713470 -0.400344 -0.0737 -0.1079 0.5768

=====

2.
30
Properties=species:S:1:pos:R:3:forces:R:3 method="wB97M-V/def2-TZVPD" orbital_gap_ev="4.729 / 7.694" e_tot_ha=-935.35981 largest_force_ev_per_a=9.3 total_charge=0 multiplicity=3 homo_energy_ev="-4.35 / -9.25"
C 0.829802 1.212947 1.346518 -1.9834 1.0187 -0.3302
C 1.076575 -1.249781 1.851644 2.7004 -1.6175 -2.4577
C 3.044278 0.490819 1.770886 -0.9156 -3.1262 -1.0419
C 1.583821 -1.099282 -1.032478 -1.5711 -6.4202 -6.5304
C -0.738062 0.893212 -2.590510 -2.6615 -0.1805 -2.3378
C -3.113166 0.673930 -0.234918 3.0214 1.2934 -0.9931
C 1.691785 -0.052064 1.140590 1.4905 3.9342 0.6081
N 1.914344 -0.143170 -0.307843 1.7327 1.2003 5.7673
N -0.858059 -0.093815 -1.575837 -0.6017 -0.5883 0.7309
O -1.768573 -1.609073 0.123754 -0.7721 -0.1220 0.0690
O -3.071812 -1.350995 -2.008626 1.9644 2.1932 -0.2198
S -2.057679 -0.644783 -0.897325 0.9501 1.2675 -1.1789
H 1.318815 2.140188 1.787409 -0.1790 -1.1917 -1.0376
H 0.306227 1.435222 0.360300 0.4936 0.0957 1.4037
H 0.066202 0.988332 2.100341 -0.2494 0.1007 -0.2210
H 0.533202 -0.880467 2.622223 -0.7847 0.8892 3.2169
H 1.775710 -2.131963 2.044928 -0.7947 1.4748 0.0608
H 0.287290 -1.614980 1.275183 -1.1395 -0.8670 -1.4420
H 3.668878 -0.374787 1.987486 0.8290 0.2445 -0.7455
H 3.324612 1.237962 1.077995 1.2159 0.3904 -0.6911
H 2.939490 0.944267 2.693196 -0.8104 0.9782 2.0301
H -3.572652 -1.934247 -1.498879 -1.6655 -1.9583 1.1762
H 1.719704 -0.945592 -2.163191 -0.5846 -0.3526 1.6034
H 1.324387 -2.266133 -0.780447 1.2367 3.0245 -0.1142
H -1.542525 1.685912 -2.444553 1.6741 0.0944 0.1503
H 0.318121 1.188330 -2.789946 -1.0192 0.1073 0.4950
H -1.195649 0.476186 -3.577233 1.2690 0.3529 1.1628
H -4.093877 0.430932 -0.240922 -3.0748 -0.9179 0.1722
H -2.736542 0.949604 0.718659 0.2452 -0.4394 1.1940
H -2.974648 1.643289 -0.758403 -0.0157 -0.8783 -0.4995

=====

3.
74
Properties=species:S:1:pos:R:3:forces:R:3 method="wB97M-V/def2-TZVPD" orbital_gap_ev=2.215 e_tot_ha=-10342.56710 largest_force_ev_per_a=9.6 total_charge=-1 multiplicity=1 homo_energy_ev=-3.69
N -1.400343 -5.288441 -1.175849 0.0815 -1.9946 0.6754
C -0.206748 -4.879974 -0.668893 3.3216 4.1112 -0.0895
N 0.306161 -3.601165 -1.203205 2.8001 -4.1038 4.9786
C 1.532541 -3.505522 -0.419032 -0.8343 -1.9512 1.4631
N 2.580305 -2.440922 -0.374626 -3.9092 1.2502 3.5377
C 2.209322 -1.657412 0.650041 -1.0946 0.3666 4.1340
O 1.851053 -1.058203 1.700819 3.4027 -3.6616 -8.2373
N 1.742461 -4.611438 0.502237 -3.4625 4.0500 -6.0237
N 0.674865 -5.459781 0.326110 -5.0110 3.8518 -3.0983
H -2.126452 -4.602321 -1.410322 0.9321 -0.6555 0.0259
H -1.500389 -6.299939 -1.381804 -0.3418 1.4513 0.2436
H 2.587069 -4.707653 1.193934 0.1253 -0.2799 0.5476
H 0.480695 -6.341968 0.809650 0.2391 1.2713 0.0432
N 1.005260 -2.516173 4.423813 -3.7260 1.9746 0.2027
O 1.298834 -3.299423 3.493482 -3.2736 0.7505 1.8586
O 1.877929 -2.200077 5.272651 1.3291 -0.0775 1.1531
O -0.129684 -2.055719 4.505775 0.4711 -1.4265 1.3190
Li 1.023300 -4.807910 5.170412 0.7013 1.2475 -1.1624
C -2.294435 4.160456 0.093643 -0.3904 -0.0845 0.2974
C -0.904807 4.073383 -0.570645 -0.9748 1.6970 1.5086
C 0.195258 4.129052 0.514725 0.5456 -0.5539 0.1016
C 0.312641 2.882235 1.388586 0.1439 0.0760 0.2919
C -0.138230 1.602886 0.690623 -0.2384 0.0166 0.0493
C -0.095756 1.655239 -0.853155 -0.4355 -2.2276 1.9301
N -0.912618 2.792484 -1.297226 2.9408 1.5383 -6.0207
O -0.966481 2.915734 -2.620660 -0.6949 -0.6017 4.4724
C -0.750368 0.344166 -1.349332 -0.2433 0.0133 -0.5100
C 1.367783 1.671444 -1.334886 0.2702 0.7164 -0.7236
C -0.722242 5.349101 -1.425010 -0.2951 -0.7053 -0.8443
H -3.089584 4.160658 -0.656149 0.1354 -0.0452 0.0211
H -2.398085 5.078659 0.681128 0.2599 -0.0784 -0.1139
H -2.481290 3.320191 0.766672 0.0639 0.0186 -0.0742
H 1.164973 4.303453 0.035803 -0.2141 0.0521 -0.1925
H 0.039927 4.998788 1.165071 -0.2790 -0.0102 -0.4103
H 1.352664 2.780299 1.715991 -0.1460 0.0462 -0.0082
H -0.274743 3.011674 2.302577 0.0926 -0.1449 -0.1005
H 0.461780 0.761116 1.063341 -0.3869 0.0515 -0.0655
H -1.163109 1.387716 1.013003 0.1395 -0.1950 -0.1460
H -1.809220 0.304407 -1.072802 0.1262 0.0796 0.0939
H -0.262152 -0.528001 -0.904096 0.0390 0.3178 0.0576
H -0.680687 0.234274 -2.435921 0.0855 0.1192 0.1246
H 1.898456 0.787865 -0.965702 -0.4288 0.0322 0.0783
H 1.922795 2.547066 -0.988784 -0.1386 -0.0193 0.0796
H 1.436155 1.649408 -2.426207 -0.1742 -0.0286 0.0811
H -0.785611 6.245175 -0.798930 0.0389 -0.4036 0.2204
H -1.496844 5.448603 -2.190680 0.0697 -0.1426 0.0481
H 0.252056 5.364826 -1.916636 -0.3280 -0.2114 0.0116
Be 1.670888 -0.910387 7.251608 -0.0592 -0.3483 -0.5060
O 2.049160 -2.284895 -3.397795 0.3461 0.2791 -0.5292
H 1.375550 -2.407304 -2.734886 -0.4229 -0.0335 0.2529
C 1.764096 8.358197 -0.404823 0.0422 0.2265 -0.0875
Cl 2.096566 6.915901 -1.370811 0.4436 0.3546 -0.0314
Cl 1.232731 7.927369 1.225140 -0.0210 0.1008 0.0138
H 2.673136 8.954688 -0.334786 -0.1177 -0.2054 0.0494
H 0.979576 8.936919 -0.891506 0.0666 -0.2014 0.0974
Br 2.392424 -7.008058 0.062334 3.0648 -3.9411 -0.2538
C 3.309304 -8.564861 0.811415 -0.0219 -0.1294 -0.4544
C 3.799924 -8.298455 2.212783 0.3923 0.0440 0.0799
Br 5.410943 -7.203335 2.199469 -0.0868 -0.2273 -0.0060
H 4.111449 -8.826967 0.119680 -0.0359 -0.0294 0.2561
H 2.559594 -9.359212 0.809563 0.1130 0.0426 0.0474
H 4.095292 -9.229912 2.699899 -0.0905 0.0445 -0.1234
H 3.067823 -7.783201 2.837245 0.0880 0.0869 -0.2015
Br 3.043645 -4.385399 2.772606 5.4074 -2.9744 0.5497
F 0.084726 -0.539879 3.004808 -0.4734 1.4757 -0.8919
C -5.702451 1.973570 -3.637883 -0.1269 -0.0697 -0.1314
C -5.567280 2.870729 -2.423592 0.3322 -0.1753 -0.2110
O -4.558240 2.372090 -1.555818 0.0731 0.0244 0.1294
H -5.953332 0.953456 -3.334961 -0.0395 0.1276 0.0250
H -6.479767 2.342976 -4.311789 0.0617 -0.0426 -0.0263
H -4.757444 1.920041 -4.186419 -0.0708 0.0966 -0.0188
H -6.506405 2.904256 -1.866535 0.1870 -0.0214 0.1064
H -5.304122 3.891827 -2.719135 -0.1881 0.0707 -0.0873
H -3.727607 2.353701 -2.053905 -0.1973 -0.0716 0.1234

=====

4.
11
Properties=species:S:1:pos:R:3:forces:R:3 method="wB97M-V/def2-TZVPD" orbital_gap_ev="7.365 / 7.064" e_tot_ha=-264.40776 largest_force_ev_per_a=2.8 total_charge=+1 multiplicity=1 homo_energy_ev="-13.84 / -13.92" relative_energy_kj_mol=545.2
C -1.671954 1.500568 -0.109678 2.5467 0.0996 -0.0203
C -2.570182 0.586279 -0.184655 -1.4134 -0.6199 -0.9184
C 2.391779 -0.939204 -0.039599 -1.2255 -1.3340 1.3971
C 0.437667 0.387832 0.494249 -2.8138 -0.0145 -0.1773
N -3.551217 -0.126813 -0.130827 -0.4774 -0.1774 -0.4609
N 1.268709 -0.502680 0.336264 0.8174 1.2446 -1.1775
H -1.292096 2.443594 -0.556601 -0.4031 -1.1495 0.6242
H 2.731909 -1.779359 0.512677 0.3968 -1.0718 -0.1403
H 2.935757 -0.541305 -0.837680 0.8108 1.1070 -0.8628
H 0.496023 0.883415 1.429023 0.3480 1.2464 0.6514
H -4.125304 -0.549809 -0.916981 1.4135 0.6694 1.0848

=====

5.
16
Properties=species:S:1:pos:R:3:forces:R:3 method="wB97M-V/def2-TZVPD" orbital_gap_ev=9.167 e_tot_ha=-417.15609 largest_force_ev_per_a=3.6 total_charge=0 smiles="[H]/N=C(/N)[C@@H](O)CC=O" multiplicity=1 homo_energy_ev=-8.97 relative_energy_kj_mol=262.2
H -1.853667 1.550395 0.067127 -0.0243 -0.2453 -0.2436
N -1.039588 1.848898 -0.460042 0.3015 0.5382 0.7485
C -0.165459 0.942751 -0.628025 -1.7368 -2.3442 -1.8390
N 0.974374 1.175170 -1.314304 0.1028 -0.1224 0.1709
C -0.585729 -0.794628 -0.479606 0.3615 3.5577 0.5087
O 0.397191 -1.568576 -0.993895 1.5765 -0.4264 0.1660
C -0.684696 -0.876684 1.039236 0.2286 -0.0715 -0.3354
C 0.606224 -0.190524 1.427609 0.9942 -1.7142 1.0969
O 1.696282 -0.611067 1.028504 -1.2104 0.9644 0.6772
H 1.057929 2.052185 -1.803693 0.1968 -0.0977 0.1549
H 1.631532 0.426440 -1.462522 -0.1762 0.2214 -0.2128
H -1.516153 -0.877284 -1.042174 0.1328 -0.1089 0.1125
H 1.193442 -1.422507 -0.381078 -1.0873 -0.5242 -0.8036
H -0.694450 -1.911994 1.393896 -0.0265 0.0757 0.0233
H -1.551880 -0.334828 1.414014 0.0682 -0.0454 0.0617
H 0.534647 0.592252 2.194954 0.2986 0.3428 -0.2860

=====

6.
28
Properties=species:S:1:pos:R:3:forces:R:3 method="wB97M-V/def2-TZVPD" orbital_gap_ev="2.119 / 5.892" e_tot_ha=-594.38336 largest_force_ev_per_a=7.2 total_charge=-1 multiplicity=2 homo_energy_ev="0.71 / -3.14" relative_energy_kj_mol=126.3
O 0.326826 2.354673 -1.535436 2.3773 3.0412 0.6977
C -0.274849 1.397966 -1.977965 -4.3158 -2.5300 2.4609
C -1.604541 0.896646 -1.179295 0.8470 0.6676 -1.0437
C -1.669903 -0.710966 -1.111845 0.9925 1.0068 0.2425
C -1.262181 -1.211505 0.272075 1.8895 0.6117 -2.8702
C 0.004922 -1.703469 0.343921 -2.2556 1.4056 -4.0347
C -2.243469 -0.836294 1.281053 -0.2415 -6.5639 2.9641
N -2.811267 1.363399 -1.885541 -1.6334 0.6185 1.0328
H -0.067216 0.741805 -2.767991 1.0268 -1.0624 -1.6320
H -1.659135 1.470097 -0.198038 0.5202 -1.1533 -0.7616
H -0.945580 -1.112235 -1.851074 -0.4267 0.3671 0.2154
H -2.640323 -1.146601 -1.352578 -0.3250 0.4055 -0.0045
H 0.469850 -2.177106 1.096692 1.4133 -1.1713 3.1164
H 0.583324 -1.704647 -0.648570 -0.9153 -0.0556 1.6162
H -1.832591 -1.291927 2.225116 -0.2275 1.0906 -0.1332
H -3.209920 -1.469150 1.282345 1.0844 1.1341 -0.8377
H -2.464121 0.135549 1.387129 -0.6396 3.4921 0.1621
H -2.819404 0.945857 -2.790846 -0.0876 0.3451 -0.8736
H -3.030812 2.391609 -1.883992 0.9880 -1.6058 -0.2547
H 3.874564 1.165488 2.028037 0.7775 0.6083 0.3201
H 3.292836 0.990197 0.574901 -0.3233 -1.0664 2.6450
O 3.295744 0.602118 1.535884 -0.2868 0.5210 -3.2216
H 2.308414 0.794962 3.071803 0.3791 -0.5812 -1.5340
H 1.528319 1.446106 4.095668 0.0697 -0.5008 0.4784
O 2.088901 0.659266 3.979993 -0.7437 0.9675 1.2245
H 4.276216 -0.891069 -1.092116 -3.0449 -1.0303 -1.6013
H 3.098690 -1.981146 -1.287396 0.1416 0.1400 0.1899
O 3.386696 -1.119632 -1.611938 2.9596 0.8984 1.4368

=====

7.
15
Properties=species:S:1:pos:R:3:forces:R:3 method="wB97M-V/def2-TZVPD" orbital_gap_ev=9.952 e_tot_ha=-304.58827 largest_force_ev_per_a=2.8 total_charge=0 smiles="CC1=NN1.C1=CC1" multiplicity=1 homo_energy_ev=-9.01 relative_energy_kj_mol=649.1
C 0.102382 1.579104 0.713114 -0.9448 -0.4399 1.8672
C -0.168198 1.299866 -0.663190 -0.5503 -0.6800 -1.7410
N 0.179778 1.289474 -1.862368 0.6554 0.2384 0.7088
N -1.330519 1.413001 -1.415585 -1.6589 -0.0991 -1.2573
H 0.916016 1.015774 1.191741 0.2471 1.0954 -0.5680
H -0.783864 1.327261 1.357214 0.5266 0.1831 -0.8935
H 0.101821 2.672005 0.641577 0.7618 0.0453 0.8527
H -1.811955 0.531572 -1.721685 0.8268 0.5318 0.9668
C -0.380463 -1.783142 0.390353 0.6224 -0.2490 -1.6769
C 0.348327 -1.431746 -0.624589 -0.7294 0.1666 1.8160
C 1.044053 -1.603144 0.737195 0.0393 -2.4839 -1.3504
H -1.352219 -2.063336 0.643723 -1.1629 -0.2827 0.7569
H 0.261826 -0.929905 -1.553862 0.6061 -0.2679 -0.7162
H 1.221390 -0.766295 1.339660 1.0572 0.8033 0.8997
H 1.651627 -2.550490 0.826702 -0.2965 1.4385 0.3351